Entry 1:
Entry from the OMol25 dataset: C3H7EuO2 as an isolated structure (ωB97M-V/def2-TZVPD).

For the max |F|, the calculation gives 0.03182 Eh/bohr. Its multiplicity is 9. As for the HOMO-LUMO gap (spin up / spin down): 4.936 / 7.591 eV. The total energy is -979.1151 hartree. The value obtained for the energy above the lowest of the compared OMol25 structures with the same formula, charge and spin is 0.6 kcal per mole. The value obtained for the highest occupied orbital energy (spin up / spin down) is -0.1668 / -0.2772 Ha.

Structure (XYZ):
```
13
C3H7EuO2 (ωB97M-V/def2-TZVPD)
C 0.541 1.420 0.967
O 0.103 0.474 0.011
C -0.868 -0.409 0.477
C -1.370 -1.284 -0.628
O -0.947 -1.222 -1.763
H 1.362 1.990 0.520
H -0.295 2.098 1.200
H 0.899 0.935 1.888
H -1.746 0.130 0.883
H -0.452 -1.067 1.265
H -1.967 -2.155 -0.292
H 2.483 0.458 -2.716
Eu 2.256 -1.367 -1.812
```

***

Entry 2:
Entry from the OMol25 dataset: a 2-piece molecular cluster, C3H7F2NO overall (ωB97M-V/def2-TZVPD).

For the max |F|, the calculation gives 0.09353 Eh/bohr. As for the HOMO-LUMO gap (spin up / spin down): 8.596 / 8.317 eV. The total energy is -448.0476 hartree. The value obtained for the energy above the lowest of the compared OMol25 structures with the same formula, charge and spin is 93.5 kcal per mole. The value obtained for the highest occupied orbital energy (spin up / spin down) is -0.2846 / -0.2772 Ha.

Structure (XYZ):
```
14
C3H7F2NO (ωB97M-V/def2-TZVPD)
C 0.402 0.726 1.285
C -1.709 -0.140 0.389
C 1.245 -0.694 -1.605
N -0.505 0.661 0.223
O 0.051 0.810 -0.947
F 2.455 -0.273 -1.095
F 1.258 -0.732 -2.888
H 1.047 -0.151 1.321
H 1.067 1.468 1.182
H -0.186 1.047 2.237
H -1.534 -1.093 0.972
H -2.624 0.510 0.535
H -1.761 -0.574 -0.613
H 0.794 -1.565 -0.994
```

***

Entry 3:
Entry from the OMol25 dataset: a 2-piece molecular cluster, C3H7FO overall (ωB97M-V/def2-TZVPD).

For the max |F|, the calculation gives 0.06499 Eh/bohr. As for the HOMO-LUMO gap (spin up / spin down): 8.660 / 8.875 eV. The total energy is -293.4565 hartree. The value obtained for the energy above the lowest of the compared OMol25 structures with the same formula, charge and spin is 86.1 kcal per mole. The value obtained for the highest occupied orbital energy (spin up / spin down) is -0.2869 / -0.2930 Ha.

Structure (XYZ):
```
12
C3H7FO (ωB97M-V/def2-TZVPD)
C -1.380 -0.920 0.587
C 1.523 0.644 0.223
C -0.742 -0.213 -0.566
O 2.347 0.777 -0.866
F -1.359 0.955 -0.832
H -1.120 -1.897 0.690
H -2.502 -1.026 0.508
H -0.958 -0.505 1.536
H 1.199 1.524 0.672
H 1.703 -0.032 1.056
H -0.645 -0.704 -1.538
H 1.935 1.399 -1.470
```

***

Entry 4:
Entry from the OMol25 dataset: C3H7FO2 as an isolated structure (ωB97M-V/def2-TZVPD).

For the max |F|, the calculation gives 0.10108 Eh/bohr. As for the HOMO-LUMO gap: 10.054 eV. The total energy is -368.7777 hartree. The value obtained for the energy above the lowest of the compared OMol25 structures with the same formula, charge and spin is 31.5 kcal per mole. The value obtained for the highest occupied orbital energy is -0.3413 Ha.

Structure (XYZ):
```
13
C3H7FO2 (ωB97M-V/def2-TZVPD)
C -0.938 0.568 -0.730
C 1.777 0.291 0.211
C -0.855 -0.577 0.167
O -1.673 -0.765 1.158
O 0.850 -0.575 0.831
F -0.763 -1.743 -0.565
H -1.738 0.355 -1.375
H -1.169 1.465 -0.174
H -0.051 0.679 -1.247
H 2.733 0.109 0.741
H 1.516 1.479 0.431
H 1.981 0.388 -0.895
H -1.670 -1.673 1.448
```

***

Entry 5:
Entry from the OMol25 dataset: a 2-piece molecular cluster, C3H7FOS overall (ωB97M-V/def2-TZVPD).

For the max |F|, the calculation gives 0.07505 Eh/bohr. As for the HOMO-LUMO gap: 7.799 eV. The total energy is -691.6843 hartree. The value obtained for the energy above the lowest of the compared OMol25 structures with the same formula, charge and spin is 71.8 kcal per mole. The value obtained for the highest occupied orbital energy is -0.2933 Ha.

Structure (XYZ):
```
13
C3H7FOS (ωB97M-V/def2-TZVPD)
C -0.960 0.211 -2.180
C 0.285 -0.398 1.836
C -0.085 0.554 0.773
O -1.152 1.340 0.940
F 1.653 -0.545 1.868
S -0.828 -1.086 -0.982
H -1.645 1.005 -1.879
H -1.187 -0.060 -3.288
H 0.134 0.520 -2.139
H -0.295 -1.386 1.762
H 0.052 -0.049 2.973
H 0.561 0.820 -0.081
H -1.753 0.992 1.629
```

***

Entry 6:
Entry from the OMol25 dataset: one molecule with the formula C3H7FS (ωB97M-V/def2-TZVPD).

For the max |F|, the calculation gives 0.08825 Eh/bohr. As for the HOMO-LUMO gap: 9.841 eV. The SMILES is C[C@@H](F)CS. The total energy is -616.4892 hartree. The value obtained for the energy above the lowest of the compared OMol25 structures with the same formula, charge and spin is 33.6 kcal per mole. The value obtained for the highest occupied orbital energy is -0.3289 Ha.

Structure (XYZ):
```
12
C3H7FS (ωB97M-V/def2-TZVPD)
C -1.486 -0.395 -0.132
C -0.174 0.302 -0.317
C 0.907 -0.426 0.501
H -2.054 0.557 -0.268
H -1.590 -0.933 0.933
H -1.667 -1.135 -0.853
H 0.004 0.402 -1.372
H 0.946 -0.414 1.513
H 1.067 -1.497 0.248
H 1.945 1.671 -0.477
F -0.342 1.636 0.318
S 2.444 0.232 -0.094
```

***

Entry 7:
Entry from the OMol25 dataset: one molecule with the formula C3H7I (ωB97M-V/def2-TZVPD).

For the max |F|, the calculation gives 0.12828 Eh/bohr. As for the HOMO-LUMO gap: 9.663 eV. The SMILES is CC(C)I. The total energy is -416.1542 hartree. The value obtained for the energy above the lowest of the compared OMol25 structures with the same formula, charge and spin is 10.9 kcal per mole. The value obtained for the highest occupied orbital energy is -0.3443 Ha.

Structure (XYZ):
```
11
C3H7I (ωB97M-V/def2-TZVPD)
C -1.035 0.582 -0.561
C 0.500 -0.916 0.758
C 0.413 0.127 -0.369
I 1.999 1.708 0.194
H -1.140 1.116 0.450
H -1.005 1.110 -1.497
H -1.731 -0.171 -0.699
H -0.165 -0.462 1.575
H 1.427 -1.035 1.083
H -0.064 -1.866 0.355
H 0.800 -0.193 -1.288
```

***

Entry 8:
Entry from the OMol25 dataset: one molecule with the formula C3H7I2NO (ωB97M-V/def2-TZVPD).

For the max |F|, the calculation gives 0.12027 Eh/bohr. As for the HOMO-LUMO gap: 9.741 eV. The SMILES is C[C@@H](I)NOCI. The total energy is -843.7500 hartree. The value obtained for the energy above the lowest of the compared OMol25 structures with the same formula, charge and spin is 92.1 kcal per mole. The value obtained for the highest occupied orbital energy is -0.3443 Ha.

Structure (XYZ):
```
14
C3H7I2NO (ωB97M-V/def2-TZVPD)
C -0.719 -0.373 -1.283
C 2.014 0.215 1.195
C -1.559 0.074 -0.119
N -0.377 -0.202 1.136
O 0.730 0.721 1.001
I 2.586 -1.477 -0.009
I -3.269 -1.142 0.155
H -0.216 -1.328 -1.055
H -0.069 0.537 -1.638
H -1.413 -0.581 -2.228
H 2.175 -0.092 2.318
H 2.618 0.997 0.957
H -1.785 1.054 -0.175
H -0.980 -0.088 1.914
```

***

Entry 9:
Entry from the OMol25 dataset: a 2-piece molecular cluster, C3H7IN overall (ωB97M-V/def2-TZVPD).

For the max |F|, the calculation gives 0.05531 Eh/bohr. As for the HOMO-LUMO gap (spin up / spin down): 8.433 / 7.963 eV. The total energy is -470.5102 hartree. The total charge is +1. The value obtained for the energy above the lowest of the compared OMol25 structures with the same formula, charge and spin is 121.2 kcal per mole. The value obtained for the highest occupied orbital energy (spin up / spin down) is -0.4877 / -0.4836 Ha.

Structure (XYZ):
```
12
C3H7IN (ωB97M-V/def2-TZVPD)
C -1.478 0.985 -1.332
C -1.381 0.888 -0.042
C 0.372 -1.019 0.228
N 1.386 -0.364 1.170
I 1.251 -1.362 -1.709
H -2.058 1.691 -1.966
H -1.056 0.393 -2.141
H -1.971 1.256 0.759
H 0.002 -1.860 0.816
H 2.153 -1.080 1.356
H 1.737 0.554 0.797
H 1.044 -0.083 2.064
```